11
Properties=species:S:1:pos:R:3:forces:R:3 method="wB97M-V/def2-TZVPD" de_lowest_kcal_mol=62.5 charge=0 total_energy_ev=-22688.2517 multiplicity=1 homo_energy_ev="-8.3 / -7.9" largest_force_ev_per_a=4.832 gap_ev="7.8 / 7.8"
C -1.194 -0.149 -0.901 4.00 2.13 -0.03
P 0.537 0.672 -0.803 -1.23 -0.75 1.31
N 0.063 2.162 -0.143 -1.00 -1.27 -0.49
N 0.691 -0.327 0.671 -0.45 0.12 -1.03
P 1.384 -1.783 0.968 0.57 3.69 3.07
H -1.059 -1.092 -1.320 -0.67 -1.55 -0.46
H -2.038 0.325 -0.502 -1.18 0.12 0.54
H 0.538 3.023 0.013 0.56 0.04 -0.14
H -0.873 2.113 0.225 0.05 0.49 0.37
H 1.457 -2.558 -0.045 -0.26 -2.49 -3.22
H 0.494 -2.385 1.839 -0.39 -0.52 0.08

***

37
Properties=species:S:1:pos:R:3:forces:R:3 method="wB97M-V/def2-TZVPD" de_lowest_kcal_mol=13.5 charge=0 total_energy_ev=-28658.3956 multiplicity=1 homo_energy_ev=-7.9 largest_force_ev_per_a=0.646 gap_ev=8.7
S -3.366 -1.173 0.280 -0.58 -0.02 0.05
C -1.826 -0.950 -0.298 -0.30 -0.15 0.23
N -1.716 -0.596 -1.625 0.06 -0.31 -0.39
C -0.923 0.385 -2.223 0.34 0.38 -0.12
C -0.269 1.369 -1.484 -0.20 -0.12 0.03
C 0.506 2.319 -2.122 0.04 0.02 -0.07
C 0.629 2.313 -3.500 0.08 0.10 -0.04
C -0.044 1.354 -4.242 -0.02 0.06 -0.01
C -0.816 0.398 -3.613 -0.04 -0.06 0.15
N -0.726 -1.186 0.448 -0.11 0.21 -0.39
C 0.561 -1.461 -0.171 0.48 -0.25 -0.28
C 1.790 -1.265 0.721 -0.16 0.19 -0.12
C 1.954 0.118 1.357 0.08 -0.25 0.20
C 1.245 0.336 2.699 -0.07 0.29 -0.21
C -0.251 0.662 2.618 -0.01 -0.18 0.26
C -1.188 -0.532 2.789 0.06 0.08 -0.17
C -0.930 -1.671 1.801 -0.26 0.03 0.59
H -2.578 -0.784 -2.124 0.11 0.07 0.26
H -0.396 1.395 -0.413 0.01 -0.02 0.09
H 1.006 3.077 -1.536 0.04 0.06 0.05
H 1.234 3.056 -3.995 0.05 0.06 -0.05
H 0.034 1.352 -5.319 0.00 -0.01 -0.09
H -1.343 -0.348 -4.191 -0.02 -0.11 -0.06
H 0.675 -0.818 -1.043 0.05 -0.18 0.12
H 0.565 -2.504 -0.523 -0.03 0.12 -0.04
H 2.647 -1.443 0.065 -0.03 -0.09 0.01
H 1.838 -2.027 1.501 0.06 -0.06 -0.02
H 1.642 0.884 0.646 0.04 0.11 -0.05
H 3.023 0.262 1.533 -0.01 0.05 -0.07
H 1.744 1.179 3.183 0.02 -0.07 0.06
H 1.398 -0.534 3.340 0.08 -0.05 0.10
H -0.465 1.153 1.668 -0.03 0.09 0.00
H -0.499 1.379 3.404 -0.03 0.05 -0.06
H -2.214 -0.182 2.660 0.00 -0.10 0.07
H -1.097 -0.933 3.800 -0.02 -0.02 0.07
H -0.052 -2.238 2.098 0.05 0.02 -0.06
H -1.794 -2.345 1.811 0.24 0.03 -0.03